[1]
{"formula": "C23H41ClLuP2", "method": "ωB97M-V/def2-TZVPD", "species": ["Lu", "C", "C", "C", "C", "C", "C", "H", "H", "H", "C", "H", "H", "H", "C", "H", "H", "H", "C", "H", "H", "H", "C", "H", "H", "H", "C", "C", "C", "C", "C", "C", "C", "C", "H", "H", "H", "H", "H", "H", "H", "H", "H", "H", "H", "H", "P", "C", "C", "P", "C", "C", "C", "H", "H", "H", "H", "H", "H", "H", "H", "H", "H", "H", "H", "H", "H", "Cl"], "xyz": [[1.22102, -0.47026, 0.24377], [-0.86284, -0.74841, 1.30279], [-0.59327, -1.97404, 0.61032], [1.06233, -1.69344, 2.20744], [0.14230, -0.59833, 2.31597], [0.60478, -2.54986, 1.15551], [-2.03226, 0.15201, 1.10656], [-2.29737, 0.27029, 0.04730], [-1.82452, 1.15036, 1.50831], [-2.92666, -0.23327, 1.62599], [0.17781, 0.45238, 3.36298], [-0.81322, 0.89882, 3.51114], [0.88130, 1.25886, 3.11383], [0.49693, 0.01800, 4.31679], [2.29602, -1.83418, 3.02437], [2.07029, -1.62649, 4.07480], [3.09191, -1.13887, 2.72986], [2.69185, -2.85524, 2.96048], [1.30018, -3.77685, 0.68521], [1.32728, -4.53778, 1.47599], [2.34214, -3.58098, 0.39211], [0.78460, -4.21944, -0.17630], [-1.40913, -2.55832, -0.48846], [-1.54110, -3.64257, -0.35432], [-0.94587, -2.40951, -1.47997], [-2.40919, -2.10568, -0.51963], [-1.35597, 2.61243, -2.73492], [-2.36486, 1.78422, -2.42818], [-2.34863, 0.30224, -2.70695], [-1.92353, -0.04393, -4.17681], [-0.61330, -0.60705, -4.41195], [0.70699, -0.08128, -4.11458], [0.75423, 1.18042, -3.18063], [-0.21247, 2.28742, -3.63925], [-3.35549, -0.11907, -2.54539], [-2.14597, 0.82639, -4.82510], [-1.70091, -0.25278, -2.00776], [-0.66415, 1.93610, -4.65584], [-1.39669, 3.65384, -2.39603], [-3.22184, 2.12035, -1.84087], [0.36446, 3.20729, -3.83001], [0.50399, 0.87107, -2.15356], [1.31167, -0.86286, -3.59861], [1.78295, 1.57884, -3.11132], [-2.64936, -0.79095, -4.54782], [-0.62257, -1.64986, -4.73049], [-0.42523, 2.07575, -6.32887], [-0.56207, 3.83759, -6.69609], [-1.49333, 1.13646, -7.44438], [1.65632, -0.08360, -5.68231], [1.28914, 1.51272, -6.50022], [1.06981, -1.34626, -6.83558], [3.41498, -0.21141, -5.43985], [0.30807, 4.37656, -6.29442], [-1.47221, 4.24126, -6.22448], [-0.62145, 4.00065, -7.78316], [-1.33853, 1.52506, -8.46411], [-2.54977, 1.28672, -7.16726], [-1.27740, 0.05698, -7.43388], [3.94243, 0.03908, -6.36953], [3.68294, -1.23860, -5.15809], [3.74046, 0.46754, -4.64531], [1.96039, 2.28804, -6.09610], [1.48731, 1.41924, -7.58297], [1.75137, -2.20639, -6.80350], [1.06034, -0.96243, -7.86556], [0.06007, -1.69552, -6.59372], [2.53618, 1.49033, 0.78271]], "nbo_charge": [1.83, -0.20, -0.15, -0.21, -0.15, -0.20, -0.65, 0.24, 0.24, 0.24, -0.64, 0.24, 0.25, 0.23, -0.64, 0.25, 0.23, 0.23, -0.64, 0.25, 0.22, 0.24, -0.65, 0.24, 0.23, 0.24, -0.19, -0.21, -0.47, -0.45, -0.52, -0.53, -0.36, -0.58, 0.21, 0.19, 0.19, 0.24, 0.21, 0.21, 0.20, 0.17, 0.20, 0.21, 0.22, 0.18, 0.95, -0.95, -0.95, 1.59, -1.08, -0.99, -1.00, 0.25, 0.26, 0.24, 0.22, 0.26, 0.25, 0.27, 0.26, 0.27, 0.28, 0.26, 0.26, 0.26, 0.30, -0.60], "charge": 1, "gap_ev": [3.29, 4.41], "homo_ha": [-0.26576, -0.31036]}

[2]
{"formula": "C18H15BrGaI2N3O", "method": "ωB97M-V/def2-TZVPD", "species": ["Ga", "I", "C", "C", "C", "I", "C", "O", "C", "C", "N", "C", "C", "C", "C", "C", "C", "N", "C", "H", "H", "H", "H", "H", "H", "H", "H", "H", "H", "H", "Br", "C", "C", "C", "N", "C", "C", "H", "H", "H", "H"], "xyz": [[0.02513, -1.31619, -1.28674], [4.16366, 2.18245, 3.38460], [3.62652, 0.77973, 1.94687], [4.30157, 0.88299, 0.70736], [3.75030, 0.21917, -0.35487], [4.50333, 0.52962, -2.23529], [2.71123, -0.82433, -0.13768], [2.07394, -1.35493, -1.17232], [2.23554, -1.05849, 1.18656], [1.33252, -2.22890, 1.45393], [0.05716, -2.13084, 0.73883], [-1.08371, -1.58933, 1.56843], [-2.28166, -1.26309, 0.67909], [-3.52916, -0.97982, 1.17637], [-4.54980, -0.73965, 0.22707], [-4.31636, -0.97460, -1.13505], [-3.04174, -1.27101, -1.53268], [-2.03397, -1.34145, -0.65692], [2.67003, -0.19690, 2.21138], [5.07633, 1.61265, 0.60174], [1.15899, -2.43717, 2.52455], [1.84089, -3.10714, 1.00466], [-0.21799, -3.05630, 0.43956], [-0.72320, -0.59889, 1.96298], [-1.27289, -2.21957, 2.41270], [-3.73956, -0.98317, 2.26241], [-5.53245, -0.46316, 0.65964], [-5.09366, -0.88920, -1.88680], [-2.87309, -1.65627, -2.54919], [2.15936, -0.29674, 3.19360], [-0.19331, 5.45108, -1.72027], [-0.14232, 3.53327, -1.63966], [-0.06481, 2.75742, -2.80706], [0.01054, 1.39823, -2.70655], [-0.01412, 0.75013, -1.46245], [-0.21312, 1.52781, -0.32587], [-0.28238, 2.89916, -0.39864], [-0.02460, 3.17760, -3.80474], [0.22542, 0.75493, -3.59300], [-0.26018, 0.94998, 0.59613], [-0.43841, 3.57095, 0.46733]], "nbo_charge": [1.40, 0.37, -0.09, -0.28, -0.18, 0.35, 0.40, -0.71, -0.07, -0.26, -0.69, -0.25, 0.20, -0.23, -0.08, -0.23, 0.07, -0.59, -0.21, 0.27, 0.23, 0.26, 0.41, 0.22, 0.25, 0.26, 0.26, 0.26, 0.24, 0.25, 0.19, 0.03, -0.27, 0.08, -0.64, 0.07, -0.29, 0.27, 0.25, 0.21, 0.27], "de_lowest_ev": 0.000, "charge": 2, "gap_ev": [7.38, 4.94], "homo_ha": [-0.53009, -0.50999]}

[3]
{"formula": "C19H28FN2O6PS2", "method": "ωB97M-V/def2-TZVPD", "species": ["C", "C", "S", "C", "C", "O", "O", "S", "O", "O", "O", "C", "P", "O", "C", "C", "F", "H", "H", "H", "H", "H", "H", "H", "H", "H", "H", "H", "H", "H", "H", "C", "N", "C", "C", "C", "C", "C", "C", "C", "C", "N", "C", "C", "C", "H", "H", "H", "H", "H", "H", "H", "H", "H", "H", "H", "H", "H", "H"], "xyz": [[-5.60823, 0.76652, 4.62235], [-5.07911, -0.10149, 3.33156], [-6.39145, -0.48280, 2.05007], [-5.67228, -0.70144, 0.33429], [-4.49449, -1.83518, 0.21314], [-5.22862, -3.01858, -0.34052], [-3.87459, -2.39894, 1.42274], [-2.15898, -2.62909, 1.34556], [-1.24833, -1.60989, 2.09278], [-1.84066, -4.14395, 1.52848], [-2.04430, -2.23044, -0.33202], [-3.29686, -1.63914, -0.89062], [-3.50684, -2.70182, -2.49283], [-2.11661, -2.57494, -3.28624], [-2.81465, -0.13602, -1.33246], [-3.37876, 0.35537, -2.79810], [-1.30591, -0.08547, -1.29713], [-5.19950, 1.87107, 4.65990], [-6.77884, 0.73944, 4.59955], [-5.26835, 0.17884, 5.60409], [-4.11649, 0.43078, 2.89253], [-4.70890, -1.15285, 3.75589], [-6.56441, -1.06692, -0.36559], [-5.29896, 0.31865, -0.10318], [-5.82142, -3.37331, 0.39356], [-3.73749, -4.11677, -2.18013], [-4.57356, -2.19752, -3.34792], [-3.17537, 0.66810, -0.54376], [-2.73726, -0.07435, -3.70352], [-4.50984, 0.09312, -2.94340], [-3.27764, 1.52639, -2.86724], [8.91242, -0.82207, -1.67620], [7.63437, -0.21130, -1.25842], [7.22319, 0.93069, -1.85417], [5.99909, 1.51063, -1.51095], [5.17882, 0.91225, -0.54962], [5.65204, -0.25624, 0.06034], [6.88180, -0.80111, -0.30627], [3.85543, 1.45903, -0.19927], [2.70065, 0.68090, -0.34583], [1.45519, 1.17980, 0.03233], [1.34352, 2.42164, 0.55044], [2.43249, 3.21272, 0.68408], [3.69718, 2.75083, 0.31212], [0.02855, 2.92365, 0.99433], [9.70274, -0.07975, -1.53874], [8.81402, -1.10455, -2.72812], [9.11963, -1.70644, -1.06957], [7.87335, 1.36409, -2.61028], [5.68928, 2.42060, -2.02364], [5.06858, -0.75731, 0.83162], [7.26152, -1.71035, 0.15271], [2.75574, -0.32552, -0.75905], [0.54907, 0.58700, -0.06952], [2.28084, 4.20500, 1.10119], [4.55521, 3.40650, 0.45222], [-0.17889, 3.85119, 0.45570], [0.08934, 3.09686, 2.07252], [-0.74649, 2.18390, 0.77825]], "nbo_charge": [-0.64, -0.55, 0.21, -0.59, 0.50, -0.76, -0.66, 2.30, -0.83, -0.77, -0.65, -0.08, 1.35, -1.06, 0.19, -0.71, -0.41, 0.23, 0.23, 0.23, 0.21, 0.23, 0.29, 0.22, 0.51, 0.03, -0.01, 0.19, 0.29, 0.24, 0.24, -0.42, -0.24, 0.10, -0.19, 0.03, -0.20, 0.11, 0.02, -0.19, 0.11, -0.24, 0.11, -0.21, -0.42, 0.25, 0.25, 0.25, 0.26, 0.26, 0.27, 0.26, 0.27, 0.29, 0.26, 0.26, 0.24, 0.25, 0.25], "charge": 2, "gap_ev": 5.02, "homo_ha": -0.46018}

[4]
{"formula": "C3H10N5S", "method": "ωB97M-V/def2-TZVPD", "species": ["C", "C", "C", "N", "N", "N", "N", "N", "S", "H", "H", "H", "H", "H", "H", "H", "H", "H", "H"], "xyz": [[1.55856, 0.68186, 0.85950], [-3.78165, 0.19701, -0.32360], [-1.02019, -0.96825, -0.33031], [1.88013, -0.34842, 1.56481], [0.07069, -2.07698, 1.44628], [-0.51918, -1.68106, 0.55991], [2.02085, 1.18834, -0.33007], [2.91755, 0.58626, -1.25371], [-1.98829, 0.46260, 0.12732], [-4.49907, 0.20852, 0.49229], [-3.90864, -0.78662, -0.93180], [-4.03353, 0.97303, -0.99040], [-0.82051, -1.23871, -1.37357], [1.44942, -0.56290, 2.41541], [0.98865, 1.43538, 1.32674], [1.56111, 2.06323, -0.60341], [2.45815, -0.27780, -1.88682], [2.30214, -1.08306, 1.06087], [3.36380, 1.22756, -1.82944]], "nbo_charge": [0.37, -0.72, -0.40, -0.66, -0.05, 0.05, -0.37, -0.66, 0.19, 0.24, 0.24, 0.23, 0.25, 0.45, 0.22, 0.42, 0.39, 0.42, 0.39], "de_lowest_ev": 3.155, "charge": 1, "gap_ev": 8.75, "homo_ha": -0.44637}